(1)
Density functional theory data (ωB97M-V with the def2-TZVPD basis set) for C6H18O3RbS3 as an isolated structure in a non-equilibrium geometry.

Computed properties:
- molar mass (g/mol) = 319.88
- charge = +1
- E_tot (Eh) = -1683.5061
- energy above the lowest of the compared OMol25 structures with the same formula, charge and spin (kcal/mol) = 23.5

XYZ file:
```
31
Properties=species:S:1:pos:R:3:forces:R:3:nbo_charge:R:1
Rb 0.808 -2.338 1.416 -0.013 0.222 0.146 0.98
C 1.925 2.125 -1.075 -0.411 -1.202 -0.667 -0.82
S 2.930 0.877 -0.213 1.072 0.089 0.206 1.25
O 2.038 -0.002 0.618 -0.384 0.144 -0.371 -1.05
C 3.552 -0.279 -1.500 -1.356 -0.784 0.133 -0.84
H 1.356 2.684 -0.332 0.727 0.352 0.123 0.25
H 1.147 1.701 -1.709 0.165 -0.386 -0.147 0.22
H 2.605 2.664 -1.735 -0.062 0.444 0.414 0.25
H 3.992 -1.111 -0.950 0.753 0.541 0.377 0.25
H 4.159 0.021 -2.353 -0.051 0.476 0.405 0.26
H 2.669 -0.833 -1.818 -0.411 0.396 -0.575 0.24
C -2.615 1.111 4.127 0.996 -0.150 -0.168 -0.79
S -0.817 1.046 3.665 -0.238 -1.637 0.250 1.21
O -0.542 -0.431 3.272 -0.545 2.022 0.157 -1.03
C -0.902 1.976 2.133 -0.175 0.297 -0.402 -0.83
H -2.935 2.109 4.429 0.178 0.190 -0.553 0.24
H -2.754 0.516 5.030 0.178 -0.403 -0.328 0.25
H -3.106 0.703 3.244 -0.411 0.082 0.324 0.23
H -1.516 1.455 1.399 0.186 -0.293 -0.001 0.23
H 0.119 2.132 1.785 -0.024 -0.357 -0.031 0.24
H -1.341 2.969 2.233 -0.050 -0.012 0.553 0.25
C -1.675 -3.126 -2.698 0.372 0.254 0.301 -0.80
S -0.186 -2.087 -2.468 1.552 -0.391 0.365 1.16
O 0.755 -2.778 -1.436 -1.924 1.291 -0.821 -1.01
C -0.858 -0.462 -1.781 -0.360 -1.544 0.186 -0.80
H -2.321 -3.262 -1.830 0.050 0.422 0.082 0.23
H -1.302 -4.117 -2.957 0.246 0.153 -0.127 0.26
H -2.196 -2.710 -3.560 -0.131 0.018 0.131 0.25
H -1.714 -0.790 -1.191 -0.060 0.507 0.209 0.23
H -1.171 0.209 -2.581 0.040 -0.329 -0.164 0.25
H -0.104 0.029 -1.165 0.094 -0.410 -0.009 0.25
```
Forces are in eV/Å.



(2)
Density functional theory data (ωB97M-V with the def2-TZVPD basis set) for a 3-piece molecular cluster, C6H18O6 overall in a non-equilibrium geometry.

Computed properties:
- SMILES = OCCO.OCCO.OCCO
- molar mass (g/mol) = 186.20
- charge = 0
- E_tot (Eh) = -690.7884
- energy above the lowest of the compared OMol25 structures with the same formula, charge and spin (kcal/mol) = 42.1

XYZ file:
```
30
Properties=species:S:1:pos:R:3:forces:R:3:nbo_charge:R:1
O 1.715 2.092 -0.509 -0.236 0.110 -0.095 -0.73
C 2.925 1.944 -1.258 -0.003 -0.349 -0.100 -0.11
C 4.090 2.568 -0.537 0.022 1.151 0.258 -0.09
O 4.101 3.999 -0.711 0.054 -0.446 -0.033 -0.72
H 1.862 1.827 0.406 0.156 -0.084 -0.087 0.46
H 3.084 0.894 -1.521 0.135 -0.027 0.242 0.19
H 2.765 2.475 -2.196 -0.028 0.060 0.003 0.20
H 5.065 2.225 -0.872 -0.059 -0.145 -0.178 0.19
H 4.016 2.391 0.544 0.048 -0.423 -0.020 0.15
H 3.218 4.311 -0.487 -0.048 0.067 0.005 0.47
O 1.180 -0.745 -1.565 -0.044 0.160 0.247 -0.73
C 0.116 -1.554 -1.124 -0.422 -0.178 0.167 -0.08
C -1.209 -1.181 -1.758 -0.077 -0.422 0.145 -0.09
O -1.576 0.144 -1.433 -0.070 0.111 -0.197 -0.74
H 0.971 0.124 -1.192 0.200 0.253 -0.330 0.49
H 0.338 -2.598 -1.345 0.155 -0.006 -0.012 0.18
H -0.019 -1.444 -0.038 0.134 -0.180 0.037 0.14
H -1.963 -1.905 -1.408 0.065 0.113 -0.075 0.16
H -1.141 -1.273 -2.842 -0.005 0.209 -0.051 0.18
H -1.863 0.148 -0.512 0.032 -0.015 0.133 0.49
O -3.392 -2.759 1.039 -0.055 -0.003 0.113 -0.72
C -3.339 -2.020 2.261 -0.163 -0.250 -0.561 -0.09
C -2.076 -1.220 2.344 0.460 0.378 0.494 -0.09
O -2.144 -0.084 1.481 0.059 0.051 -0.222 -0.76
H -3.944 -2.283 0.413 0.070 0.012 -0.001 0.47
H -4.191 -1.338 2.302 -0.042 -0.044 0.300 0.17
H -3.381 -2.735 3.082 -0.069 -0.006 0.019 0.18
H -1.210 -1.824 2.064 -0.122 -0.093 -0.152 0.18
H -1.899 -0.902 3.378 -0.137 0.028 -0.067 0.17
H -2.100 0.726 1.994 -0.013 -0.033 0.021 0.48
```
Forces are in eV/Å.



(3)
Density functional theory data (ωB97M-V with the def2-TZVPD basis set) for C6H18O6Tl as an isolated structure in a non-equilibrium geometry.

Computed properties:
- molar mass (g/mol) = 390.59
- charge = +3
- E_tot (Eh) = -861.9472
- energy above the lowest of the compared OMol25 structures with the same formula, charge and spin (kcal/mol) = 59.7

XYZ file:
```
31
Properties=species:S:1:pos:R:3:forces:R:3:nbo_charge:R:1
Tl 16.697 -12.851 -24.574 -0.059 0.014 -0.002 1.00
C 21.524 -17.171 -25.465 1.188 1.265 1.141 -0.11
C 22.367 -15.909 -25.199 -0.126 -0.444 0.165 -0.10
O 21.772 -14.984 -24.312 0.040 -1.184 -0.439 -0.53
O 20.466 -16.685 -26.197 -0.513 -0.574 -0.509 -0.53
H 21.215 -17.679 -24.552 -0.313 0.258 0.663 0.23
H 22.061 -17.973 -25.971 0.420 0.167 -0.373 0.24
H 22.680 -15.414 -26.119 -0.236 0.176 -0.384 0.23
H 23.326 -16.194 -24.765 0.583 -0.590 0.306 0.27
H 22.456 -14.317 -24.219 -0.007 0.805 0.242 0.50
H 20.245 -17.453 -26.729 -0.915 0.049 -0.844 0.50
C 12.618 -8.954 -27.975 0.006 -0.874 0.329 -0.11
C 13.689 -7.812 -28.096 1.283 -0.864 -0.845 -0.09
O 14.983 -8.366 -27.783 -1.729 0.208 0.342 -0.55
O 12.670 -9.607 -26.723 0.156 0.684 -0.991 -0.51
H 12.739 -9.722 -28.739 0.741 0.064 0.024 0.23
H 11.621 -8.565 -28.179 -0.115 0.723 0.276 0.25
H 13.496 -6.948 -27.461 -0.489 -0.107 0.618 0.25
H 13.698 -7.445 -29.122 -0.037 0.111 -0.092 0.23
H 15.650 -7.752 -28.097 0.415 0.162 -0.483 0.51
H 12.288 -8.973 -26.112 -0.296 0.000 0.759 0.49
C 17.620 -15.088 -18.804 1.530 0.352 0.117 -0.11
C 17.945 -16.361 -19.589 -1.786 -0.308 0.098 -0.12
O 17.134 -16.498 -20.764 1.360 0.547 0.775 -0.58
O 18.188 -13.891 -19.316 -0.518 -0.748 -0.582 -0.56
H 17.976 -15.193 -17.779 -0.115 -0.269 0.124 0.22
H 16.539 -14.948 -18.769 -0.566 -0.259 -0.088 0.26
H 17.776 -17.216 -18.934 -0.546 -0.129 0.220 0.23
H 19.013 -16.522 -19.736 0.632 0.716 -0.623 0.26
H 17.055 -17.440 -20.933 -0.214 -0.357 -0.175 0.50
H 18.190 -13.261 -18.592 0.228 0.408 0.230 0.50
```
Forces are in eV/Å.



(4)
Density functional theory data (ωB97M-V with the def2-TZVPD basis set) for a 2-piece molecular cluster, C6H18OSi2 overall in a non-equilibrium geometry.

Computed properties:
- SMILES = CC[SiH](CC)CC.O=[SiH2]
- molar mass (g/mol) = 162.38
- charge = 0
- E_tot (Eh) = -893.5454
- energy above the lowest of the compared OMol25 structures with the same formula, charge and spin (kcal/mol) = 101.0

XYZ file:
```
27
Properties=species:S:1:pos:R:3:forces:R:3:nbo_charge:R:1
C 0.196 1.052 2.540 -1.835 0.981 -3.392 -0.57
C 0.773 0.539 1.167 0.231 -1.248 2.657 -0.90
Si -0.355 0.051 -0.224 -0.735 -0.957 1.620 1.36
C -1.398 -1.582 0.244 3.276 -0.861 2.590 -0.79
C -2.118 -2.099 -0.919 -0.636 0.302 -0.174 -0.62
C 0.483 -0.045 -1.906 1.674 -0.801 0.612 -0.86
C 1.825 -0.943 -1.848 -1.853 0.914 -0.041 -0.60
H -0.443 0.313 2.924 -0.834 -0.887 0.968 0.20
H 0.962 1.322 3.169 1.826 0.234 1.599 0.20
H -0.386 1.974 2.382 -0.127 -0.266 0.097 0.19
H 1.357 -0.291 1.628 0.269 0.176 -1.306 0.23
H 1.418 1.318 0.875 1.270 0.718 -0.772 0.24
H -1.375 1.064 0.086 -0.492 0.708 -0.869 -0.21
H -0.700 -2.400 0.761 -0.998 1.620 -1.282 0.21
H -2.081 -1.374 1.072 0.041 0.423 -0.063 0.23
H -2.544 -3.063 -0.939 -0.013 -1.527 0.451 0.21
H -2.961 -1.481 -1.001 -1.385 1.106 -0.692 0.20
H -1.531 -1.956 -1.770 0.687 -0.172 -1.715 0.19
H -0.134 -0.713 -2.447 -1.049 -0.484 -0.845 0.22
H 0.592 0.823 -2.550 0.078 0.326 0.395 0.25
H 1.481 -1.908 -1.519 0.323 -0.419 1.111 0.20
H 2.066 -1.208 -2.844 0.589 0.281 -1.312 0.21
H 2.701 -0.534 -1.357 -0.207 -0.047 0.340 0.22
O 1.823 3.766 -0.472 1.558 -0.449 0.025 -1.15
Si 0.339 3.915 -0.492 -2.331 0.759 -1.448 1.60
H -0.534 4.002 -1.795 0.818 -0.300 1.117 -0.23
H -0.467 4.312 0.659 -0.145 -0.129 0.327 -0.23
```
Forces are in eV/Å.



(5)
Density functional theory data (ωB97M-V with the def2-TZVPD basis set) for C6H19BMnO3 as an isolated structure in a non-equilibrium geometry.

Computed properties:
- 2S+1 = 6
- <S²> = 8.755
- molar mass (g/mol) = 204.97
- charge = -2
- E_tot (Eh) = -1641.4258
- energy above the lowest of the compared OMol25 structures with the same formula, charge and spin (kcal/mol) = 57.0

XYZ file:
```
30
Properties=species:S:1:pos:R:3:forces:R:3:nbo_charge:R:1
Mn -0.431 -0.383 0.250 2.733 0.940 -0.877 1.54
C 1.500 0.857 -2.276 -0.560 0.307 1.150 -0.66
C 0.176 0.146 -2.667 0.558 -1.974 0.065 -0.05
O -0.308 -0.949 -1.926 0.599 1.925 1.445 -0.97
H 1.720 1.672 -2.966 0.248 -0.170 -0.584 0.17
H 2.373 0.252 -2.031 -0.053 -0.319 -0.600 0.19
H 1.348 1.406 -1.347 -0.280 -0.029 0.421 0.21
H 0.331 -0.353 -3.624 0.164 0.710 -1.109 0.11
H -0.537 0.965 -2.757 -0.537 0.302 -0.218 0.10
C -2.514 2.980 1.941 -0.012 -0.190 -0.351 -0.63
C -1.755 2.308 0.737 1.998 -0.578 0.906 -0.05
O -0.543 1.550 0.995 -2.558 1.171 -0.357 -0.97
H -1.848 3.720 2.386 0.121 -0.065 0.195 0.18
H -3.001 2.423 2.741 0.525 -0.749 0.023 0.18
H -3.359 3.534 1.535 -0.099 0.336 -0.422 0.17
H -1.488 3.221 0.206 0.267 0.329 -0.619 0.11
H -2.426 1.782 0.058 -0.505 -0.310 0.158 0.13
C 2.609 -2.258 -0.134 0.074 -0.192 0.021 -0.64
C 2.357 -1.742 1.301 -1.144 1.330 -1.135 -0.02
O 1.491 -0.660 1.285 -0.069 -0.190 -0.236 -0.98
H 2.682 -1.473 -0.887 -0.252 0.505 0.464 0.21
H 1.784 -2.875 -0.489 0.073 -0.255 0.048 0.21
H 3.580 -2.742 -0.231 0.142 -0.764 0.150 0.15
H 3.329 -1.504 1.734 0.699 0.451 0.253 0.08
H 1.961 -2.503 1.974 -0.141 -0.924 -0.039 0.11
B -1.788 -1.880 0.826 -1.172 -1.342 0.342 -0.89
H -0.927 -2.526 0.904 3.264 -2.568 0.233 0.01
H -2.023 -1.653 -0.203 -0.841 0.904 -3.917 0.03
H -2.673 -2.325 1.253 -3.324 -1.856 1.742 0.00
H -1.617 -0.991 1.414 0.084 3.267 2.848 -0.03
```
Forces are in eV/Å.



(6)
Density functional theory data (ωB97M-V with the def2-TZVPD basis set) for C6H19LiN2O6 as an isolated structure in a non-equilibrium geometry.

Computed properties:
- molar mass (g/mol) = 222.17
- charge = 0
- E_tot (Eh) = -808.4888
- energy above the lowest of the compared OMol25 structures with the same formula, charge and spin (kcal/mol) = 5.0

XYZ file:
```
34
Properties=species:S:1:pos:R:3:forces:R:3:nbo_charge:R:1
Li 13.265 5.817 9.779 -0.991 0.046 -0.395 0.90
C 12.191 8.406 9.445 -2.072 -1.580 1.114 -0.25
O 11.671 7.090 9.459 1.750 0.105 -0.304 -1.03
H 11.854 9.056 8.637 0.452 -0.161 -0.960 0.14
H 11.730 8.935 10.280 0.315 0.455 0.709 0.14
H 13.267 8.425 9.617 0.720 0.527 -0.129 0.07
C 16.014 5.197 11.348 -0.958 -1.408 -1.105 -0.10
C 15.802 3.703 10.992 0.319 1.339 1.605 -0.09
O 15.150 3.002 12.104 1.349 0.361 -1.329 -0.72
O 14.671 5.747 11.249 1.227 0.731 0.720 -0.77
H 16.757 5.612 10.667 -0.548 0.404 -0.719 0.17
H 16.517 5.360 12.302 -0.719 -0.293 0.516 0.19
H 16.847 3.464 10.796 -0.190 -1.499 0.299 0.18
H 15.207 3.612 10.083 0.095 0.093 -0.049 0.20
H 14.449 3.596 12.381 -0.288 0.093 -0.020 0.47
H 14.651 6.450 11.901 -0.514 0.320 -0.030 0.49
C 11.222 1.806 11.731 1.669 0.905 -1.689 -0.08
C 11.965 2.475 10.529 1.084 -1.406 0.167 -0.09
O 11.989 3.855 10.566 0.357 1.924 0.723 -0.75
O 9.904 2.217 11.689 -1.511 -0.180 0.210 -0.71
H 11.660 2.139 12.671 0.461 -0.073 0.018 0.16
H 11.381 0.732 11.633 -0.622 -0.095 0.093 0.18
H 11.693 2.206 9.508 -0.936 -0.736 0.209 0.17
H 13.009 2.165 10.559 0.238 -0.020 0.332 0.18
H 11.121 4.248 10.453 -0.222 0.014 -0.238 0.49
H 9.901 3.112 12.036 -0.296 0.047 0.056 0.47
C 14.787 6.013 7.309 -0.594 -0.356 0.815 0.78
O 14.357 5.231 8.147 -0.365 -0.751 0.612 -0.73
N 14.774 7.334 7.525 0.751 1.902 -0.401 -0.84
N 15.280 5.631 6.120 0.509 0.412 -0.624 -0.82
H 14.260 7.812 8.252 -0.215 -0.595 0.070 0.43
H 15.379 7.944 6.994 -0.250 -0.168 -0.042 0.38
H 15.383 4.660 5.862 -0.060 0.408 0.131 0.42
H 15.515 6.400 5.508 0.057 -0.763 -0.366 0.39
```
Forces are in eV/Å.



Look up the E_tot of the fourth one. -893.5454 Eh



Among the records above, which one has the highest molar mass? C6H18O6Tl



The highest energy above the lowest of the compared OMol25 structures with the same formula, charge and spin belongs to which entry? C6H18OSi2



The highest molar mass belongs to which entry? C6H18O6Tl